C6H13NO4S | ωB97M-V/def2-TZVPD

Properties
structure (SMILES)	O=S(=O)(O)CCN1CCOCC1
energy above the lowest of the compared OMol25 structures with the same formula, charge and spin	0.645	eV
electronic energy	-26947.0349	eV
gap between HOMO and LUMO	8.63	eV

Last column: Löwdin charge in e.
CARTESIAN COORDINATES (ANGSTROEM)
O1 2.071 0.519 1.438  -0.27
S1 2.179 0.497 0.012  0.62
O2 1.898 1.710 -0.694  -0.29
O3 3.698 0.066 -0.366  -0.17
C1 1.350 -0.917 -0.719  -0.18
C2 0.374 -1.572 0.268  -0.22
N1 -0.896 -0.954 0.496  -0.17
C3 -1.026 0.116 1.467  -0.15
C4 -1.068 1.511 0.832  -0.18
O4 -2.054 1.582 -0.180  -0.13
C5 -1.784 0.645 -1.196  -0.19
C6 -1.795 -0.783 -0.628  -0.15
H1 4.310 0.777 -0.170  0.09
H2 2.162 -1.592 -0.965  0.10
H3 0.874 -0.557 -1.624  0.10
H4 0.885 -1.646 1.230  0.12
H5 0.176 -2.589 -0.095  0.13
H6 -0.202 0.068 2.177  0.11
H7 -1.972 -0.050 1.998  0.13
H8 -1.348 2.257 1.577  0.13
H9 -0.086 1.769 0.415  0.09
H10 -2.574 0.764 -1.940  0.13
H11 -0.813 0.879 -1.660  0.11
H12 -1.549 -1.507 -1.406  0.12
H13 -2.811 -0.989 -0.267  0.13

***

C9H14 | ωB97M-V/def2-TZVPD

Properties
structure (SMILES)	Cc1ccccc1.CC
energy above the lowest of the compared OMol25 structures with the same formula, charge and spin	0.820	eV
electronic energy	-9559.3617	eV
gap between HOMO and LUMO	10.05	eV

Last column: Löwdin charge in e.
CARTESIAN COORDINATES (ANGSTROEM)
C1 -2.929 -0.917 0.567  -0.07
C2 -1.614 -0.256 0.825  -0.28
C3 -1.305 -0.086 2.181  -0.08
C4 -0.067 0.251 2.667  -0.07
C5 0.901 0.494 1.669  -0.11
C6 0.730 0.309 0.326  -0.08
C7 -0.569 -0.125 -0.076  -0.03
H1 -3.683 -0.357 1.150  0.08
H2 -2.952 -1.951 0.917  0.09
H3 -3.397 -0.866 -0.418  0.07
H4 -2.049 -0.194 2.966  0.11
H5 0.229 0.428 3.689  0.10
H6 1.876 0.877 1.989  0.10
H7 1.461 0.407 -0.449  0.06
H8 -0.833 -0.242 -1.122  0.11
C8 2.038 -0.496 -2.904  -0.15
C9 2.282 0.982 -3.362  -0.14
H9 2.793 -1.173 -3.287  0.06
H10 1.957 -0.646 -1.838  0.02
H11 1.061 -0.729 -3.338  0.06
H12 3.313 1.110 -3.690  0.06
H13 1.648 1.211 -4.210  0.05
H14 2.031 1.661 -2.554  0.05

***

C4H12 | ωB97M-V/def2-TZVPD

Properties
structure (SMILES)	CC.CC
energy above the lowest of the compared OMol25 structures with the same formula, charge and spin	0.333	eV
electronic energy	-4342.1954	eV
gap between HOMO and LUMO	12.84	eV

Last column: Löwdin charge in e.
CARTESIAN COORDINATES (ANGSTROEM)
C1 0.974 -0.198 -2.209  -0.17
C2 1.807 -0.654 -1.001  -0.17
H1 0.882 0.871 -2.355  0.06
H2 1.486 -0.587 -3.098  0.06
H3 0.013 -0.688 -2.341  0.06
H4 1.363 -1.339 -0.271  0.06
H5 2.032 0.232 -0.396  0.06
H6 2.739 -1.099 -1.319  0.05
C3 -1.838 -0.163 1.772  -0.17
C4 -0.942 1.016 1.427  -0.17
H7 -1.320 -1.122 1.661  0.06
H8 -2.094 -0.055 2.820  0.06
H9 -2.766 -0.219 1.209  0.06
H10 -0.042 0.838 2.024  0.06
H11 -0.616 1.121 0.394  0.05
H12 -1.369 1.957 1.772  0.06

***

C7H8O3S2 | ωB97M-V/def2-TZVPD

Properties
energy above the lowest of the compared OMol25 structures with the same formula, charge and spin	0.000	eV
electronic energy	-35199.5812	eV
gap between HOMO and LUMO (spin up / spin down)	8.32 / 8.32	eV

Last column: Löwdin charge in e.
CARTESIAN COORDINATES (ANGSTROEM)
C1 2.381 -0.422 0.164  -0.87
C2 0.447 0.937 -0.318  -0.43
C3 -0.733 -1.613 0.554  -0.21
C4 0.195 -1.926 -0.633  -0.41
C5 -1.488 -0.309 0.460  -0.03
C6 -0.996 0.878 0.103  -0.20
C7 -1.776 2.139 -0.050  -0.03
O1 1.265 0.268 0.571  -0.06
O2 0.860 1.442 -1.324  0.17
O3 3.901 1.591 0.559  -0.56
S1 1.990 -2.087 -0.244  0.93
S2 3.919 0.209 0.087  0.93
H1 -1.462 -2.420 0.642  0.11
H2 -0.153 -1.614 1.482  0.12
H3 -0.035 -2.902 -1.058  0.07
H4 0.107 -1.182 -1.424  0.08
H5 -2.540 -0.373 0.708  0.12
H6 -2.826 1.973 0.174  0.08
H7 -1.674 2.507 -1.070  0.09
H8 -1.381 2.905 0.617  0.09

***

C18H54O18 | ωB97M-V/def2-TZVPD

Properties
structure (SMILES)	OCCO.OCCO.OCCO.OCCO.OCCO.OCCO.OCCO.OCCO.OCCO
energy above the lowest of the compared OMol25 structures with the same formula, charge and spin	6.088	eV
electronic energy	-56386.8627	eV
gap between HOMO and LUMO	9.43	eV

Last column: Löwdin charge in e.
CARTESIAN COORDINATES (ANGSTROEM)
O1 -1.027 -0.954 6.533  -0.06
C1 -0.955 -0.480 7.913  -0.23
C2 -1.913 -1.201 8.841  -0.29
O2 -3.210 -0.820 8.518  -0.04
H1 -1.908 -0.792 6.189  0.08
H2 0.025 -0.565 8.382  0.11
H3 -1.084 0.592 8.065  0.11
H4 -1.546 -1.102 9.863  0.12
H5 -1.722 -2.249 8.612  0.12
H6 -3.836 -1.353 9.013  0.09
O3 -2.346 -5.883 0.318  -0.07
C3 -3.221 -6.598 1.112  -0.25
C4 -2.334 -7.236 2.214  -0.24
O4 -1.933 -6.425 3.301  -0.06
H7 -2.529 -4.945 0.233  0.09
H8 -3.976 -5.903 1.479  0.12
H9 -3.681 -7.311 0.427  0.12
H10 -1.400 -7.650 1.835  0.12
H11 -3.010 -8.021 2.553  0.10
H12 -2.567 -5.705 3.332  0.08
O5 6.408 2.007 3.303  -0.07
C5 5.759 2.790 4.277  -0.24
C6 4.335 2.207 4.307  -0.23
O6 4.263 0.919 4.990  -0.08
H13 6.843 1.393 3.900  0.08
H14 6.197 2.661 5.267  0.12
H15 5.769 3.813 3.901  0.12
H16 4.023 2.081 3.270  0.11
H17 3.517 2.835 4.658  0.11
H18 3.396 0.510 5.033  0.08
O7 -4.771 5.401 4.575  -0.07
C7 -4.804 5.848 3.245  -0.25
C8 -4.185 4.663 2.425  -0.21
O8 -2.786 4.681 2.717  -0.09
H19 -3.933 4.933 4.588  0.07
H20 -5.813 6.094 2.916  0.11
H21 -4.348 6.835 3.173  0.11
H22 -4.270 4.747 1.342  0.11
H23 -4.598 3.695 2.706  0.12
H24 -2.420 5.358 2.144  0.09
O9 3.744 7.045 -0.776  -0.06
C9 2.748 6.682 -1.641  -0.27
C10 3.375 6.455 -3.083  -0.23
O10 4.161 5.277 -3.185  -0.05
H25 4.254 7.749 -1.183  0.09
H26 2.216 5.860 -1.163  0.12
H27 2.008 7.482 -1.677  0.11
H28 3.935 7.352 -3.349  0.11
H29 2.496 6.380 -3.723  0.11
H30 4.911 5.591 -2.674  0.08
O11 2.308 2.985 -8.074  -0.09
C11 2.618 3.912 -9.140  -0.20
C12 2.094 3.274 -10.478  -0.28
O12 0.735 3.176 -10.472  -0.05
H31 2.861 3.359 -7.384  0.08
H32 2.148 4.848 -8.837  0.12
H33 3.694 4.072 -9.205  0.11
H34 2.589 2.357 -10.798  0.12
H35 2.107 4.023 -11.270  0.12
H36 0.631 2.644 -9.680  0.08
O13 3.310 -4.557 2.867  -0.10
C13 3.943 -4.722 1.680  -0.27
C14 4.424 -6.250 1.742  -0.19
O14 4.869 -6.481 0.408  -0.09
H37 2.411 -4.892 2.823  0.09
H38 3.219 -4.300 0.983  0.12
H39 4.693 -3.938 1.774  0.12
H40 3.602 -6.880 2.082  0.11
H41 5.232 -6.184 2.469  0.12
H42 4.081 -6.479 -0.140  0.08
O15 0.861 1.126 -1.858  -0.05
C15 1.056 -0.055 -1.134  -0.29
C16 -0.173 -0.383 -0.425  -0.23
O16 -1.179 -0.909 -1.368  -0.08
H43 1.561 1.777 -1.765  0.09
H44 1.233 -0.891 -1.810  0.13
H45 1.859 -0.013 -0.398  0.13
H46 -0.656 0.492 0.011  0.12
H47 0.069 -1.072 0.384  0.12
H48 -1.095 -0.271 -2.080  0.06
O17 -7.058 -5.551 -6.896  -0.07
C17 -5.938 -4.804 -6.459  -0.23
C18 -6.156 -3.947 -5.152  -0.26
O18 -7.289 -3.171 -5.118  -0.05
H49 -6.877 -6.022 -7.713  0.09
H50 -5.088 -5.477 -6.355  0.11
H51 -5.557 -4.247 -7.315  0.11
H52 -5.280 -3.298 -5.153  0.11
H53 -6.132 -4.383 -4.153  0.11
H54 -7.986 -3.612 -5.609  0.08

***

C23H26FN3O4 | ωB97M-V/def2-TZVPD

Properties
energy above the lowest of the compared OMol25 structures with the same formula, charge and spin	18.407	eV
electronic energy	-39632.1080	eV
gap between HOMO and LUMO	7.95	eV

Last column: Löwdin charge in e.
CARTESIAN COORDINATES (ANGSTROEM)
C1 6.258 0.582 -1.338  -0.19
H1 6.896 -0.019 -0.679  0.09
O1 5.212 1.276 -0.905  -0.08
C2 4.103 0.418 -0.363  -0.17
C3 3.106 1.051 0.157  0.00
C4 1.932 0.555 0.962  -0.09
C5 1.740 -0.865 1.040  0.12
C6 2.737 -1.506 0.091  -0.12
C7 3.837 -0.915 -0.487  -0.10
O2 4.842 -1.757 -1.093  -0.12
C8 5.388 -2.545 -0.343  -0.29
H2 4.659 -3.464 -0.227  0.11
H3 6.260 -3.289 -1.130  0.18
H4 5.908 -2.273 0.602  0.10
O3 2.633 -2.895 -0.040  -0.12
C9 1.447 -3.548 0.771  0.08
H5 0.624 -3.317 0.248  0.05
H6 1.601 -4.627 0.496  0.13
H7 1.582 -3.278 1.667  0.01
H8 0.948 -1.131 1.482  0.03
C10 0.924 1.439 1.572  -0.20
O4 0.721 1.434 3.022  -0.12
N1 0.204 2.409 0.977  -0.10
C11 0.019 2.269 -0.341  -0.28
H9 0.997 1.993 -1.193  0.22
C12 -1.022 1.347 -0.889  -0.07
H10 -0.878 0.121 -0.559  0.16
H11 -1.209 1.472 -1.993  0.12
C13 -2.465 1.793 -0.087  -0.33
N2 -3.446 0.878 -0.369  0.01
C14 -4.635 1.301 -1.164  -0.29
N3 -5.473 0.140 -1.328  0.14
C15 -4.773 -0.823 -0.545  -0.12
C16 -5.239 -2.304 -0.399  0.06
C17 -4.384 -3.062 0.314  -0.21
C18 -3.081 -2.365 0.847  -0.01
C19 -2.683 -1.257 0.453  -0.18
C20 -3.556 -0.389 0.196  -0.19
H12 -1.779 -0.900 1.044  0.14
H13 -2.621 -3.144 1.440  0.11
F1 -4.618 -4.364 0.681  0.03
H14 -6.301 -2.460 -0.509  0.11
C21 -5.065 2.480 -1.653  -0.06
H15 -5.996 2.321 -2.119  0.07
H16 -5.094 3.346 -0.976  0.10
H17 -4.081 2.748 -2.450  0.18
C22 -2.098 1.945 1.349  -0.09
H18 -1.917 0.952 1.852  0.13
C23 -0.911 3.004 1.449  -0.16
H19 -0.866 3.051 2.671  0.18
H20 -1.043 3.964 1.089  0.11
H21 -3.038 2.582 1.677  0.16
H22 -2.469 2.851 -0.752  0.20
H23 -0.012 3.149 -0.797  0.07
H24 3.350 2.227 0.457  0.20
H25 6.878 1.511 -1.528  0.11
H26 5.946 -0.109 -2.351  0.17

***

C3H15NO3 | ωB97M-V/def2-TZVPD

Properties
structure (SMILES)	CCCN.O.O.O
energy above the lowest of the compared OMol25 structures with the same formula, charge and spin	0.369	eV
electronic energy	-10987.2421	eV
gap between HOMO and LUMO	10.40	eV

Last column: Löwdin charge in e.
CARTESIAN COORDINATES (ANGSTROEM)
C1 1.809 0.084 -0.621  -0.11
C2 1.084 -0.866 -1.543  -0.25
C3 -0.266 -0.293 -2.004  -0.27
N1 -1.338 -0.404 -0.980  -0.01
H1 2.182 0.976 -1.097  0.07
H2 2.761 -0.315 -0.266  0.07
H3 1.253 0.321 0.275  0.04
H4 1.735 -1.112 -2.361  0.09
H5 0.832 -1.823 -1.069  0.10
H6 -0.600 -0.748 -2.944  0.11
H7 -0.077 0.750 -2.209  0.09
H8 -0.944 -0.949 -0.218  0.03
H9 -2.089 -1.027 -1.299  0.09
O1 -0.041 0.794 2.756  -0.07
H10 0.516 1.349 3.288  0.04
H11 -0.390 1.345 1.996  0.05
O2 -0.967 2.209 0.002  -0.09
H12 -1.758 2.785 -0.064  0.06
H13 -1.208 1.424 -0.502  -0.03
O3 -0.109 -1.796 1.567  -0.09
H14 0.323 -2.403 2.201  0.06
H15 -0.021 -0.918 2.007  0.00

***

C15H32BFNO6P2 | ωB97M-V/def2-TZVPD

Properties
net charge	-1
electronic energy	-51823.1367	eV
gap between HOMO and LUMO	5.35	eV

Last column: Löwdin charge in e.
CARTESIAN COORDINATES (ANGSTROEM)
C1 -2.360 1.765 5.594  -0.19
C2 -1.181 0.725 5.605  -0.45
P1 -1.626 -0.850 4.684  0.91
C3 -0.841 -2.324 5.589  -0.33
B1 -0.650 -0.824 2.972  -1.11
F1 -0.751 -2.166 2.376  -0.12
C4 0.944 -0.541 3.228  -0.24
N1 1.674 0.204 2.141  -0.14
C5 2.224 1.500 2.626  -0.16
P2 -1.494 0.394 1.719  0.90
C6 -3.353 0.145 1.954  -0.35
C7 -1.070 2.187 2.072  -0.32
H1 -3.225 1.398 5.036  0.03
H2 -2.653 2.000 6.627  0.05
H3 -2.006 2.709 5.163  0.05
H4 -0.300 1.254 5.213  0.04
H5 -0.994 0.457 6.655  0.05
H6 0.237 -2.134 5.726  0.02
H7 -0.900 -3.140 4.860  0.02
H8 -1.352 -2.562 6.524  0.00
H9 1.413 -1.544 3.295  0.09
H10 1.144 -0.079 4.216  0.06
H11 2.509 -0.340 1.973  0.07
H12 3.313 1.469 2.782  0.06
H13 2.050 2.233 1.821  0.05
H14 1.705 1.861 3.518  0.06
H15 -3.813 0.038 0.959  0.00
H16 -3.585 -0.763 2.520  0.00
H17 -3.853 0.986 2.457  0.01
H18 -0.833 2.383 3.124  0.00
H19 -1.922 2.835 1.813  0.03
H20 -0.267 2.482 1.392  0.00
C8 0.084 0.755 -4.053  -0.03
C9 -0.132 1.649 -2.855  -0.33
C10 -1.425 1.401 -2.130  -0.11
O1 -1.700 2.687 -1.560  0.06
C11 -1.133 3.608 -2.373  -0.57
O2 -1.353 4.775 -2.326  0.15
O3 -0.282 3.023 -3.252  0.08
H21 1.027 0.993 -4.547  0.08
H22 0.101 -0.295 -3.754  0.09
H23 -0.703 0.898 -4.795  0.09
H24 0.722 1.584 -2.173  0.16
H25 -1.334 0.640 -1.353  0.10
H26 -2.250 1.139 -2.801  0.14
C12 2.545 -4.276 -5.606  -0.02
C13 2.540 -2.980 -6.384  -0.34
C14 2.939 -1.775 -5.575  -0.10
O4 2.240 -0.719 -6.241  0.05
C15 1.132 -1.271 -6.799  -0.57
O5 0.219 -0.653 -7.231  0.17
O6 1.210 -2.625 -6.791  0.09
H27 2.228 -5.104 -6.240  0.09
H28 3.540 -4.494 -5.218  0.09
H29 1.842 -4.227 -4.772  0.09
H30 3.154 -3.076 -7.285  0.16
H31 4.012 -1.594 -5.581  0.14
H32 2.589 -1.822 -4.539  0.14

***

> The lowest electronic energy belongs to which entry?

C18H54O18

***

> Among the records above, which one has the lowest electronic energy?

C18H54O18

***

> What is the electronic energy in the sixth record?

-39632.1080 eV